1.
H3PS | the ωB97M-V functional and the def2-TZVPD basis

Properties
E_HOMO = -9.2 eV
LUMO = 0.42 eV
HOMO-LUMO gap = 9.66 eV
Energy relative to the best compared isomer or geometry (same formula, charge and spin) = 76.9 kJ/mol
SMILES string = [PH3]=S
Strongest force on any atom = 2.79 eV Å⁻¹

Atoms and positions in Å:
P -0.054 -0.045 0.018
S -1.961 -0.076 0.011
H 0.431 0.983 0.987
H 0.966 -1.267 0.059
H 0.619 0.405 -1.075

***

2.
C41H33FeN9O4S2 | the ωB97M-V functional and the def2-TZVPD basis

Properties
2S+1 = 2
E_HOMO (spin up / spin down) = -9.8 / -9.8 eV
LUMO (spin up / spin down) = -4.03 / -4.22 eV
HOMO-LUMO gap (spin up / spin down) = 5.81 / 5.61 eV
Energy relative to the best compared isomer or geometry (same formula, charge and spin) = 13.2 kJ/mol
Strongest force on any atom = 0.78 eV Å⁻¹
Charge = +1

Atoms and positions in Å:
Fe 0.824 -0.410 0.965
S 2.214 1.572 4.642
C 0.886 2.502 4.103
C 0.368 2.039 2.925
C 1.042 0.889 2.409
C 2.067 0.547 3.261
C 2.883 -0.603 2.925
C 3.988 -1.073 3.631
C 4.694 -2.152 3.135
C 4.289 -2.746 1.947
C 3.168 -2.246 1.314
N 2.472 -1.209 1.787
H 0.557 3.346 4.688
H -0.471 2.527 2.444
H 4.279 -0.590 4.554
H 5.556 -2.529 3.669
H 4.819 -3.587 1.525
H 2.782 -2.699 0.410
O -5.198 -2.486 3.783
N -5.288 -1.388 3.268
O -6.291 -0.715 3.234
C -4.086 -0.865 2.576
C -4.319 0.041 1.602
C -3.242 0.526 0.796
C -3.413 1.458 -0.242
C -2.310 1.858 -0.950
C -1.054 1.334 -0.618
N -0.867 0.452 0.348
C -1.957 0.037 1.038
C -1.725 -0.920 2.081
N -0.438 -1.306 2.231
C -0.145 -2.091 3.249
C -1.110 -2.525 4.165
C -2.423 -2.184 3.993
C -2.772 -1.361 2.900
H -5.331 0.378 1.424
H -4.398 1.845 -0.465
H -2.391 2.573 -1.756
H -0.171 1.666 -1.149
H 0.889 -2.379 3.360
H -0.803 -3.137 5.000
H -3.176 -2.529 4.681
C -0.749 6.527 -3.043
O 0.575 6.496 -3.558
C 1.073 5.322 -3.981
C 2.378 5.366 -4.494
C 2.977 4.223 -4.955
C 2.305 2.988 -4.882
C 0.991 2.954 -4.388
C 0.378 4.109 -3.944
N 2.992 1.881 -5.308
N 2.568 0.691 -5.109
C 2.349 0.101 -3.971
C 1.670 -1.176 -4.064
C 1.122 -1.789 -2.997
C 1.202 -1.169 -1.695
O 0.681 -1.643 -0.672
C 1.975 0.077 -1.563
N 2.007 0.571 -0.309
C 2.813 1.595 -0.067
C 3.615 2.153 -1.062
C 3.517 1.703 -2.359
C 2.635 0.653 -2.642
H -0.929 7.555 -2.746
H -0.844 5.876 -2.171
H -1.471 6.236 -3.809
H 2.888 6.319 -4.518
H 3.979 4.242 -5.362
H 0.452 2.015 -4.368
H -0.642 4.073 -3.590
H 1.578 -1.597 -5.057
H 0.611 -2.738 -3.085
H 2.806 1.977 0.946
H 4.293 2.955 -0.806
H 4.127 2.139 -3.137
S 0.457 -4.463 1.257
C -1.171 -4.355 0.854
N -2.130 -4.919 1.608
C -3.567 -4.858 1.357
C -3.895 -3.682 0.451
C -2.934 -3.656 -0.727
N -1.567 -3.671 -0.235
H -1.790 -5.474 2.375
H -4.077 -4.748 2.316
H -3.904 -5.792 0.899
H -3.806 -2.747 1.007
H -4.924 -3.770 0.102
H -3.073 -2.755 -1.326
H -3.110 -4.520 -1.376
H -0.836 -3.131 -0.677

***

3.
C9H11FN2O3S | the ωB97M-V functional and the def2-TZVPD basis

Properties
E_HOMO = -8.7 eV
LUMO = 0.45 eV
HOMO-LUMO gap = 9.14 eV
SMILES string = O=C(CCNS(=O)(=O)F)Nc1ccccc1
Strongest force on any atom = 0.61 eV Å⁻¹

Atoms and positions in Å:
O 1.023 2.563 2.075
C 0.510 2.136 1.072
C 1.355 1.737 -0.130
C 2.030 0.372 0.055
N 2.508 -0.143 -1.251
S 1.897 -1.581 -1.722
O 2.330 -1.844 -3.047
O 1.960 -2.580 -0.710
F 0.408 -1.114 -1.773
N -0.924 2.024 0.960
C -1.427 0.722 0.732
C -1.029 -0.336 1.549
C -1.542 -1.604 1.340
C -2.474 -1.838 0.338
C -2.883 -0.782 -0.466
C -2.358 0.486 -0.275
H 0.765 1.722 -1.047
H 2.125 2.504 -0.231
H 1.337 -0.343 0.487
H 2.874 0.458 0.736
H 3.518 -0.201 -1.305
H -1.285 2.682 0.281
H -0.328 -0.162 2.356
H -1.224 -2.426 1.969
H -2.890 -2.823 0.177
H -3.605 -0.935 -1.257
H -2.671 1.304 -0.914

***

4.
C25H71CdN4O13 | the ωB97M-V functional and the def2-TZVPD basis

Properties
E_HOMO = -10.3 eV
LUMO = -4.61 eV
HOMO-LUMO gap = 5.69 eV
Strongest force on any atom = 1.86 eV Å⁻¹
Charge = +1

Atoms and positions in Å:
Cd 3.441 -1.441 -4.263
C 1.511 0.342 -2.039
O 2.353 -0.564 -2.689
H 1.403 0.045 -0.985
H 1.945 1.351 -2.034
H 0.489 0.404 -2.433
C 1.990 -0.245 2.291
O 1.512 -1.504 1.884
C 0.706 -2.161 2.865
C 0.412 -3.536 2.321
N -0.115 -4.465 3.308
C -0.331 -5.791 2.742
C -0.712 -6.749 3.841
O -1.020 -7.998 3.275
C -1.167 -8.994 4.250
H 1.222 0.521 2.451
H 2.659 0.162 1.534
H 2.517 -0.372 3.245
H -0.197 -1.590 3.110
H 1.291 -2.183 3.796
H 1.335 -3.916 1.862
H -0.318 -3.489 1.507
H 0.471 -4.502 4.133
H 0.588 -6.180 2.283
H -1.148 -5.715 2.024
H -1.555 -6.360 4.433
H 0.094 -6.843 4.586
H -1.315 -9.963 3.785
H -2.042 -8.827 4.895
H -0.318 -9.005 4.943
C 1.063 4.489 -2.766
O 1.839 5.080 -3.783
C 1.574 4.523 -5.054
C 2.134 3.094 -5.240
N 1.831 2.566 -6.561
C 2.710 3.083 -7.612
C 4.148 2.565 -7.540
O 4.221 1.240 -8.005
C 5.552 0.863 -8.231
H 1.441 3.472 -2.595
H -0.009 4.489 -2.970
H 1.241 4.934 -1.786
H 2.063 5.213 -5.739
H 0.495 4.469 -5.242
H 1.738 2.450 -4.452
H 3.218 3.086 -5.123
H 0.871 2.753 -6.821
H 2.716 4.176 -7.692
H 2.372 2.740 -8.594
H 4.520 2.655 -6.513
H 4.744 3.245 -8.159
H 6.008 1.423 -9.053
H 5.590 -0.192 -8.510
H 6.194 0.953 -7.344
C -3.224 -0.697 -2.915
O -3.444 -0.439 -1.539
C -2.238 -0.507 -0.809
C -2.571 -0.494 0.667
N -3.178 0.736 1.104
C -3.770 0.607 2.427
C -4.556 1.849 2.803
O -5.606 2.211 1.930
C -6.516 1.175 1.700
H -2.912 -1.741 -3.012
H -2.524 -0.005 -3.392
H -4.188 -0.565 -3.404
H -1.584 0.346 -1.032
H -1.687 -1.427 -1.040
H -1.707 -0.795 1.274
H -3.259 -1.338 0.880
H -3.887 1.066 0.462
H -3.060 0.411 3.233
H -4.461 -0.252 2.442
H -3.838 2.672 2.741
H -4.819 1.812 3.866
H -6.075 0.321 1.153
H -7.374 1.442 1.089
H -6.881 0.664 2.603
C 0.422 3.146 0.542
O 0.648 3.974 1.648
C -0.391 3.912 2.608
C -0.265 2.627 3.458
N -1.229 2.683 4.537
C -1.119 1.465 5.359
C -2.065 1.599 6.534
O -2.133 0.358 7.202
C -3.204 0.354 8.128
H 0.172 2.108 0.791
H 1.238 3.162 -0.177
H -0.449 3.554 0.000
H -1.363 3.877 2.113
H -0.273 4.742 3.299
H 0.777 2.478 3.781
H -0.494 1.773 2.813
H -1.056 3.468 5.158
H -0.091 1.309 5.718
H -1.348 0.605 4.727
H -3.039 1.942 6.159
H -1.737 2.431 7.174
H -3.130 -0.540 8.746
H -4.185 0.367 7.646
H -3.126 1.204 8.815
O 3.644 -3.157 -2.944
H 2.922 -3.088 -2.282
H 4.325 -3.700 -2.527
O 5.093 -0.175 -3.571
H 5.326 0.475 -2.892
H 5.885 -0.257 -4.126
O 2.112 -2.667 -0.604
H 1.695 -2.343 0.225
H 2.174 -1.876 -1.173
O 1.589 -2.231 -5.101
H 0.903 -1.598 -4.824
H 1.157 -2.831 -5.726

***

5.
C28H42Cl8F2O4 | the ωB97M-V functional and the def2-TZVPD basis

Properties
E_HOMO = -8.8 eV
LUMO = 0.27 eV
HOMO-LUMO gap = 9.06 eV
Energy relative to the best compared isomer or geometry (same formula, charge and spin) = 372.6 kJ/mol
Strongest force on any atom = 7.07 eV Å⁻¹

Atoms and positions in Å:
F -2.312 7.731 4.631
C -1.805 6.700 3.919
C -0.483 6.739 3.499
C -0.015 5.689 2.713
C -0.884 4.704 2.264
C -2.203 4.710 2.696
C -2.678 5.683 3.562
H 0.224 7.531 3.698
H 1.040 5.672 2.471
H -0.564 3.839 1.701
H -2.789 3.854 2.390
H -3.646 5.719 4.044
F -4.395 -4.766 -3.010
C -3.365 -4.304 -3.734
C -2.360 -3.616 -3.070
C -1.277 -3.143 -3.805
C -1.262 -3.277 -5.183
C -2.244 -3.996 -5.852
C -3.305 -4.484 -5.107
H -2.405 -3.538 -1.992
H -0.559 -2.520 -3.285
H -0.418 -2.883 -5.739
H -2.176 -4.121 -6.922
H -4.118 -5.023 -5.583
C 2.180 -0.125 -5.737
Cl 1.003 0.079 -4.444
Cl 2.734 -1.807 -5.776
H 1.743 0.057 -6.712
H 3.002 0.559 -5.562
C -3.441 1.017 -1.215
Cl -2.847 -0.611 -1.016
Cl -3.253 1.960 0.254
H -2.886 1.556 -1.979
H -4.467 0.962 -1.568
C -0.632 -4.659 -0.498
Cl 0.397 -5.814 0.359
Cl -1.825 -5.505 -1.498
H -1.079 -3.930 0.170
H 0.036 -4.082 -1.133
C 1.262 -2.563 2.685
Cl -0.400 -3.182 2.985
Cl 2.466 -3.823 2.983
H 1.276 -2.358 1.620
H 1.485 -1.696 3.292
C 1.387 -0.559 1.542
C 0.893 -1.107 0.229
O 0.816 -2.297 0.022
C 0.541 -0.098 -0.833
H 1.542 -1.390 2.224
H 0.718 0.199 1.948
H 2.318 -0.021 1.337
H -0.205 -0.477 -1.527
H 1.446 0.073 -1.425
H 0.267 0.895 -0.480
C -1.718 -0.491 4.483
C -2.084 0.785 3.774
O -1.245 1.644 3.612
C -3.493 0.979 3.277
H -0.695 -0.537 4.843
H -1.843 -1.316 3.779
H -2.405 -0.653 5.319
H -3.438 1.132 2.195
H -3.888 1.935 3.620
H -4.123 0.132 3.533
C 3.560 2.638 1.742
C 2.783 3.647 0.922
O 1.731 3.356 0.412
C 3.396 4.993 0.677
H 3.385 2.940 2.778
H 4.618 2.683 1.483
H 3.217 1.622 1.569
H 4.082 5.286 1.477
H 2.650 5.781 0.593
H 3.975 4.982 -0.248
C 2.578 -1.759 -2.402
C 2.980 -2.168 -1.016
O 3.078 -1.347 -0.127
C 3.175 -3.643 -0.747
H 1.768 -2.336 -2.834
H 3.501 -1.801 -2.992
H 2.366 -0.692 -2.382
H 2.723 -4.296 -1.490
H 2.649 -3.812 0.191
H 4.236 -3.837 -0.591

***

6.
H3OPS | the ωB97M-V functional and the def2-TZVPD basis

Properties
E_HOMO = -10.4 eV
LUMO = 0.53 eV
HOMO-LUMO gap = 10.91 eV
Energy relative to the best compared isomer or geometry (same formula, charge and spin) = 28.8 kJ/mol
SMILES string = O=[PH2]S
Strongest force on any atom = 3.03 eV Å⁻¹

Atoms and positions in Å:
O 1.286 0.908 0.355
P 0.444 -0.241 0.057
S -1.614 0.035 0.362
H -1.406 1.249 0.063
H 0.758 -1.581 0.598
H 0.532 -0.370 -1.434

***

7.
C67H64BrN4O33 | the ωB97M-V functional and the def2-TZVPD basis

Properties
E_HOMO = -9.6 eV
LUMO = -3.76 eV
HOMO-LUMO gap = 5.83 eV
Strongest force on any atom = 1.55 eV Å⁻¹
Charge = +1

Atoms and positions in Å:
C -2.205 1.289 1.201
C -1.898 1.549 0.073
C -1.391 1.821 -1.277
C -2.248 1.147 -2.385
C -2.236 2.063 -3.625
C -2.656 1.312 -4.920
N -1.576 1.301 -5.914
N -0.925 2.714 -3.829
C -0.440 3.347 -2.699
N 0.698 3.974 -2.711
C 1.158 4.636 -1.444
C 2.383 5.542 -1.659
C 2.618 6.515 -0.471
C 2.266 5.917 0.907
C 4.046 7.098 -0.530
C 4.079 8.633 -0.406
C 5.333 9.091 0.323
C 6.567 8.900 -0.205
C 7.722 8.444 0.651
C 6.822 9.157 -1.678
C 1.527 3.993 -3.901
C 2.711 3.046 -3.649
O 2.766 2.332 -2.708
Br 4.120 3.010 -4.967
N -1.196 3.264 -1.514
H -2.308 1.006 2.223
H -0.397 1.366 -1.346
H -1.751 0.214 -2.657
H -3.280 0.978 -2.089
H -3.006 2.827 -3.465
H -3.487 1.851 -5.379
H -3.033 0.311 -4.683
H -0.749 0.844 -5.542
H -1.873 0.728 -6.695
H -1.031 3.414 -4.560
H 0.364 5.261 -1.046
H 1.436 3.832 -0.766
H 3.298 4.989 -1.883
H 2.137 6.187 -2.510
H 1.929 7.348 -0.660
H 2.531 4.859 0.949
H 1.215 6.048 1.144
H 2.848 6.451 1.661
H 4.488 6.813 -1.488
H 4.667 6.658 0.254
H 3.182 9.036 0.071
H 4.105 9.044 -1.425
H 5.265 9.599 1.284
H 8.050 7.464 0.296
H 8.590 9.112 0.598
H 7.384 8.407 1.688
H 7.754 9.712 -1.798
H 6.913 8.227 -2.255
H 6.032 9.769 -2.110
H 1.019 3.598 -4.780
H 1.869 4.993 -4.151
H -2.079 3.764 -1.620
C -2.595 -3.553 3.532
C -2.313 -2.691 2.549
C -0.902 -2.296 2.218
O -0.736 -1.517 1.294
C 0.177 -2.852 3.013
C -0.102 -3.715 4.001
C -1.513 -4.129 4.315
O -1.687 -4.932 5.213
O 0.836 -4.261 4.763
O -3.251 -2.122 1.793
H -3.607 -3.846 3.777
H 1.187 -2.549 2.776
H 0.372 -4.847 5.391
H -2.774 -1.550 1.160
C -4.008 -9.658 2.068
C -4.838 -8.955 2.849
C -4.395 -7.705 3.555
O -5.211 -7.106 4.230
C -3.012 -7.276 3.392
C -2.185 -7.981 2.613
C -2.640 -9.216 1.892
O -1.832 -9.796 1.185
O -0.909 -7.642 2.421
O -6.104 -9.312 3.046
H -4.319 -10.556 1.551
H -2.692 -6.385 3.915
H -0.537 -8.313 1.817
H -6.489 -8.643 3.644
C 3.430 12.359 -0.919
C 2.702 13.016 -0.009
C 3.155 14.329 0.565
O 2.430 14.875 1.374
C 4.434 14.868 0.127
C 5.162 14.204 -0.781
C 4.695 12.906 -1.373
O 5.399 12.361 -2.206
O 6.339 14.640 -1.221
O 1.537 12.564 0.450
H 3.119 11.415 -1.344
H 4.759 15.804 0.558
H 6.648 13.979 -1.869
H 1.225 13.231 1.092
C -4.240 7.394 0.165
C -3.821 8.626 0.496
C -2.387 8.907 0.861
O -2.077 10.048 1.128
C -1.447 7.790 0.876
C -1.877 6.566 0.555
C -3.298 6.295 0.162
O -3.582 5.148 -0.157
O -1.094 5.483 0.545
O -4.630 9.673 0.520
H -5.264 7.182 -0.106
H -0.424 7.997 1.158
H -1.676 4.743 0.285
H -4.084 10.439 0.785
C 6.510 5.833 4.160
C 6.539 4.863 5.083
C 6.933 5.135 6.508
O 6.915 4.204 7.289
C 7.317 6.491 6.871
C 7.291 7.459 5.947
C 6.872 7.191 4.529
O 6.855 8.125 3.748
O 7.631 8.718 6.212
O 6.221 3.600 4.815
H 6.226 5.649 3.133
H 7.614 6.673 7.894
H 7.524 9.211 5.377
H 6.326 3.115 5.656
C -0.232 -13.881 -1.248
C -0.953 -12.913 -0.663
C -2.223 -12.391 -1.286
O -2.839 -11.526 -0.691
C -2.643 -12.937 -2.565
C -1.916 -13.900 -3.148
C -0.666 -14.444 -2.514
O -0.073 -15.330 -3.101
O -2.242 -14.443 -4.315
O -0.597 -12.357 0.492
H 0.678 -14.267 -0.812
H -3.545 -12.541 -3.010
H -1.555 -15.111 -4.501
H -1.262 -11.672 0.710
C -1.699 -8.685 -4.311
C -1.378 -9.058 -3.063
C 0.049 -9.082 -2.586
O 0.260 -9.415 -1.435
C 1.097 -8.711 -3.524
C 0.773 -8.343 -4.770
C -0.654 -8.294 -5.240
O -0.863 -7.928 -6.382
O 1.680 -7.993 -5.678
O -2.281 -9.430 -2.166
H -2.720 -8.662 -4.664
H 2.120 -8.748 -3.176
H 1.178 -7.776 -6.487
H -1.791 -9.647 -1.348
C -9.175 -14.408 0.658
C -10.016 -13.714 1.437
C -9.586 -12.465 2.154
O -10.411 -11.878 2.828
C -8.207 -12.027 2.005
C -7.368 -12.723 1.230
C -7.802 -13.957 0.494
O -6.982 -14.522 -0.205
O -6.094 -12.373 1.058
O -11.281 -14.073 1.631
H -9.475 -15.306 0.137
H -7.898 -11.137 2.535
H -5.708 -13.035 0.454
H -11.663 -13.403 2.229

***

- The lowest strongest force on any atom belongs to which entry?
  C9H11FN2O3S